{"formula": "C2H5ClFN", "method": "the ωB97M-V functional and the def2-TZVPD basis", "multiplicity": 1, "relative_energy_kcal_mol": 13.0, "orbital_gap_ha": 0.401, "smiles": "NC[C@@H](F)Cl", "lumo_energy_ha": 0.0356, "fmax_ev_per_a": 5.1, "elements": ["C", "C", "H", "H", "H", "H", "H", "N", "F", "Cl"], "xyz": [[0.181, -0.670, -0.113], [-0.929, 0.212, 0.319], [1.591, 0.794, 0.468], [1.561, 0.471, -1.156], [-0.074, -1.228, -0.993], [0.349, -1.329, 0.715], [-0.864, 0.411, 1.398], [1.459, -0.060, -0.219], [-0.705, 1.497, -0.208], [-2.571, -0.098, -0.211]], "forces_ev_per_angstrom": [[0.015, -0.988, 0.660], [-0.229, 2.919, 0.329], [-0.528, -2.464, -1.425], [-0.353, -1.264, 1.867], [0.016, -0.279, -0.481], [-0.572, -1.113, 0.310], [-0.547, -0.484, -0.151], [2.025, 4.530, -1.223], [0.287, 0.062, -0.131], [-0.114, -0.918, 0.244]]}